(1)
{"formula": "CH2FIS", "method": "the ωB97M-V functional and the def2-TZVPD basis", "elements": ["C", "F", "S", "I", "H", "H"], "positions_angstrom": [[0.1444, -0.2604, -0.2331], [0.1324, -1.2896, 0.5944], [-1.4400, 0.6292, -0.2467], [1.8942, 1.0292, 0.1309], [0.4188, -0.9060, -1.2392], [-1.1498, 0.7977, 0.9938]], "forces_ev_per_angstrom": [[1.246, -1.419, -4.522], [-0.144, -0.823, 2.296], [0.775, -0.753, -1.288], [-0.620, -0.430, 0.008], [-0.910, 2.704, 1.686], [-0.348, 0.722, 1.820]], "e_tot_ha": -835.0036, "smiles": "F[C@@H](S)I", "homo_lumo_gap_ev": 9.43, "lumo_ev": -0.1, "relative_energy_kj_mol": 67.1}

---

(2)
{"formula": "CH2FLiNaO", "method": "the ωB97M-V functional and the def2-TZVPD basis", "elements": ["C", "O", "Na", "Li", "F", "H", "H"], "positions_angstrom": [[-0.3565, 0.6692, -1.0597], [0.4594, 0.4202, 0.6997], [1.2627, -0.4177, 2.8199], [0.1716, -1.6379, 1.1308], [-0.7287, -1.0147, -0.9704], [0.4708, 0.7764, -1.7512], [-1.2792, 1.2044, -0.8691]], "forces_ev_per_angstrom": [[1.942, -5.199, 6.542], [-1.633, 0.174, -3.365], [0.266, 0.889, 0.117], [-0.605, 0.915, -1.708], [0.372, 3.474, -0.999], [-0.551, -0.039, -0.096], [0.209, -0.215, -0.492]], "e_tot_ha": -384.0582, "multiplicity": 2, "homo_lumo_gap_ev": [4.95, 8.59], "s_squared": 0.76, "lumo_ev": [-0.1, -0.2], "relative_energy_kj_mol": 515.9}

---

(3)
{"formula": "CH2FNO", "method": "the ωB97M-V functional and the def2-TZVPD basis", "elements": ["C", "N", "O", "F", "H", "H"], "positions_angstrom": [[-0.0452, -0.8255, -0.0951], [0.4574, 1.5227, 0.2725], [0.5353, 0.3107, -0.1331], [0.5823, -1.7942, -0.8778], [-1.1450, -1.1115, 0.1032], [-0.3848, 1.8979, 0.7303]], "forces_ev_per_angstrom": [[-1.369, -1.230, -0.754], [1.161, 3.116, 0.362], [-0.269, -2.835, -0.650], [-0.738, 1.719, 1.271], [1.958, 0.935, -0.143], [-0.744, -1.704, -0.086]], "e_tot_ha": -268.9646, "homo_lumo_gap_ev": [8.64, 9.47], "lumo_ev": [0.0, 0.2], "relative_energy_kj_mol": 584.7}

---

(4)
{"formula": "CH2FNO", "method": "the ωB97M-V functional and the def2-TZVPD basis", "elements": ["C", "N", "O", "F", "H", "H"], "positions_angstrom": [[-1.6906, 0.5396, -1.4324], [-1.6223, 1.0484, -2.5002], [-1.9695, 0.1406, -0.3775], [0.1871, -0.4424, 0.6131], [-1.1751, 1.0900, -3.3017], [-0.5057, -0.3851, 1.2867]], "forces_ev_per_angstrom": [[6.191, -3.718, 0.984], [-5.566, 5.033, -1.694], [-4.058, -0.699, 4.834], [-1.157, 0.032, 1.798], [3.045, -0.505, -4.345], [1.546, -0.143, -1.576]], "e_tot_ha": -268.9115, "multiplicity": 3, "homo_lumo_gap_ev": [5.57, 7.90], "s_squared": 2.01, "lumo_ev": [0.9, -4.0], "relative_energy_kj_mol": 308.2}